(1)
Here is a cluster of 5 separate species, C37H72FN7O4 in total at a distorted geometry from the OMol25 dataset. Energies are from the ωB97M-V functional and the def2-TZVPD basis.

Geometry (Å):
F (-1.084, 0.394, -0.676)
O (2.935, 1.669, 7.765)
O (1.525, 2.923, -2.376)
O (3.174, 0.122, -1.445)
O (0.067, -0.848, 0.680)
N (3.932, -4.134, 0.949)
N (-7.050, -0.426, -4.208)
N (1.377, 4.057, -0.394)
N (0.948, -0.409, -1.380)
N (3.132, -2.749, 5.687)
N (-1.992, 4.224, -5.277)
N (1.936, 1.629, 0.957)
C (4.656, -5.309, 0.499)
C (2.043, -3.735, -0.726)
C (-7.209, 0.866, -4.852)
C (1.702, 2.780, 1.645)
C (-6.760, 2.114, -4.081)
C (-2.596, 3.375, -4.272)
C (1.852, 1.715, -0.332)
C (-2.960, 4.846, -6.163)
C (-9.204, -0.288, -2.991)
C (1.568, 2.929, -1.005)
C (1.036, -2.719, 4.217)
C (2.130, -1.968, 4.988)
C (1.522, 3.814, 5.305)
C (1.287, 5.065, 3.130)
C (1.240, 5.132, 1.761)
C (2.805, 1.848, 6.367)
C (-0.019, -0.327, -0.362)
C (-1.640, 2.984, -3.156)
C (4.899, -5.479, -1.006)
C (3.724, -4.705, 4.142)
C (1.449, 2.405, 5.911)
C (4.040, -1.697, 1.420)
C (-4.652, -0.354, -3.325)
C (-5.711, -0.985, -4.237)
C (-0.893, 2.325, -6.596)
C (2.503, -4.122, 0.685)
C (4.625, -2.888, 0.674)
C (-3.804, 3.936, -7.064)
C (1.512, 3.842, 3.805)
C (1.438, 3.976, 0.975)
C (-0.797, 3.692, -5.904)
C (4.121, -3.401, 4.847)
C (3.667, -4.105, 7.691)
C (-7.711, -0.574, -2.927)
C (2.593, -3.552, 6.766)
C (1.728, 2.734, 3.043)
C (2.089, 0.451, -1.104)
H (0.971, 1.719, 5.226)
H (5.003, -3.603, 5.460)
H (3.066, -4.533, 3.290)
H (-3.029, 2.458, -4.706)
H (2.550, -2.838, -1.082)
H (-0.017, 3.630, -5.139)
H (-4.326, 0.618, -3.696)
H (3.591, 2.528, 6.039)
H (0.249, -2.019, 3.924)
H (-1.400, 1.585, -5.975)
H (-2.185, 2.457, -2.375)
H (2.319, 2.492, -2.715)
H (0.790, 2.465, 6.774)
H (-0.426, 4.431, -6.618)
H (1.413, -3.172, 3.302)
H (3.983, -1.900, 2.490)
H (5.628, -5.305, 1.002)
H (2.037, -3.426, 1.389)
H (-5.005, -0.235, -2.301)
H (-1.175, 3.864, -2.710)
H (-5.792, -2.047, -3.982)
H (-9.412, 0.766, -3.184)
H (-7.262, 0.057, -2.143)
H (0.629, 4.347, 5.633)
H (-5.676, 2.219, -4.062)
H (-7.123, 2.117, -3.052)
H (0.572, -3.498, 4.822)
H (-4.254, 3.112, -6.509)
H (-9.680, -0.883, -3.770)
H (4.313, -3.305, 8.056)
H (-7.579, -1.609, -2.601)
H (-3.223, 3.522, -7.887)
H (2.164, 2.018, 8.216)
H (-0.850, 2.320, -3.509)
H (4.620, -5.199, 3.758)
H (-4.618, 4.515, -7.507)
H (4.652, -2.650, -0.401)
H (3.990, -5.757, -1.537)
H (-3.767, -0.995, -3.294)
H (2.092, -5.099, 0.949)
H (-1.410, 2.381, -7.552)
H (3.233, -5.405, 4.819)
H (4.676, -0.822, 1.274)
H (-5.349, -0.967, -5.269)
H (5.665, -3.007, 0.990)
H (-2.437, 5.578, -6.785)
H (5.624, -6.279, -1.171)
H (1.037, 6.078, 1.289)
H (1.936, 1.780, 3.498)
H (3.042, -1.436, 1.065)
H (-7.158, 3.007, -4.566)
H (1.639, -1.320, 5.724)
H (0.490, -0.139, -2.253)
H (2.363, 4.386, 5.686)
H (4.141, -6.197, 0.877)
H (3.202, -4.585, 8.552)
H (0.112, 1.947, -6.797)
H (5.302, -4.573, -1.461)
H (-8.265, 0.987, -5.109)
H (-6.693, 0.836, -5.816)
H (2.194, -4.532, -1.454)
H (-3.641, 5.434, -5.540)
H (0.973, -3.515, -0.709)
H (4.289, -4.853, 7.197)
H (2.641, -1.285, 4.301)
H (2.985, 0.896, 5.870)
H (1.138, 5.966, 3.707)
H (-9.670, -0.541, -2.038)
H (-3.427, 3.922, -3.816)
H (1.932, -2.914, 7.359)
H (1.973, -4.387, 6.403)
H (4.462, -2.680, 4.099)

Forces on atoms 1 to 2 (eV/Å):
F -0.66 0.42 -0.66
O 0.07 -0.15 0.18

Summary:
E_HOMO, eV: -7.820
Electronic energy, hartree: -2237.07303
Gap between HOMO and LUMO, hartree: 0.26436
SMILES: O=C(F)NC(=O)c1nc2cc(CCCO)ccc2nc1O.CCN(CC)CC.CCN(CC)CC.CCN(CC)CC.CCN(CC)CC

(2)
Here is a cluster of 2 separate species, C7H11N2 in total at a distorted geometry from the OMol25 dataset. Energies are from the ωB97M-V functional and the def2-TZVPD basis.

Geometry (Å):
N (1.264, -0.868, -0.681)
N (1.602, -0.757, -2.936)
C (0.360, 0.172, -0.669)
C (-1.350, -0.115, 1.346)
C (0.774, 1.478, -1.161)
C (-0.677, -0.411, 2.577)
C (1.975, -1.048, -1.736)
C (0.441, -0.190, -3.121)
C (-0.142, 0.557, -2.063)
H (-1.539, 0.989, 1.245)
H (-1.152, 1.003, -2.046)
H (-0.145, -0.469, -4.009)
H (0.164, 2.448, -0.910)
H (-0.409, -1.381, 2.949)
H (-1.477, -0.211, 3.342)
H (1.602, -1.195, 0.255)
H (2.885, -1.570, -1.632)
H (-1.896, -0.874, 0.864)
H (1.785, 1.794, -1.519)
H (0.032, 0.429, 2.842)

Forces on atoms 1 to 2 (eV/Å):
N -0.35 -0.06 3.97
N -0.39 0.09 -2.09

Summary:
E_HOMO (spin up / spin down), eV: -10.552 / -15.321
<S²>: 2.01
Electronic energy, hartree: -382.33646
Charge: +1
2S+1: 3
Gap between HOMO and LUMO (spin up / spin down), hartree: 0.19258 / 0.34230

(3)
Here is a structure of composition C49H37F15GeSSb2Se4SiZr from the OMol25 dataset. Energies are from the ωB97M-V functional and the def2-TZVPD basis.

Geometry (Å):
Sb (1.644, -2.495, 2.515)
Sb (2.202, 0.401, 0.245)
Zr (-0.107, -1.606, 0.152)
Se (-1.861, -3.221, -1.145)
Se (0.146, -3.195, -2.580)
Se (1.872, -3.048, -1.041)
Se (-1.018, -4.111, 0.772)
Ge (-1.670, 0.888, -3.148)
S (-0.654, 0.443, -1.274)
Si (-2.638, 0.381, 1.874)
F (-0.911, 3.631, -7.505)
F (-2.238, 3.142, -1.381)
F (-0.327, -2.524, -7.028)
F (-4.509, 4.401, -0.617)
F (0.704, 3.062, -2.368)
F (-0.019, -0.219, -5.708)
F (-6.870, 3.683, -1.728)
F (-4.728, 0.506, -4.389)
F (1.097, 5.161, -6.502)
F (1.887, 4.855, -3.933)
F (-3.629, -1.355, -2.913)
F (-2.281, -4.256, -6.326)
F (-3.952, -3.668, -4.265)
F (-6.967, 1.746, -3.609)
F (-2.086, 1.776, -5.938)
C (1.103, -0.511, 6.417)
C (0.516, 4.244, -5.737)
C (1.904, -4.557, 2.976)
C (2.927, 1.101, -1.617)
C (1.411, 4.542, 1.592)
C (-0.114, -1.003, 6.864)
C (-3.875, -0.151, 0.564)
C (2.188, -6.841, 2.256)
C (1.088, 4.359, 2.929)
C (0.310, 3.125, -3.633)
C (-3.504, 0.233, 3.540)
C (4.137, -0.118, 1.027)
C (1.800, 2.178, 1.340)
C (-0.508, 3.465, -6.247)
C (-2.122, 2.175, 1.659)
C (1.113, 3.083, 3.477)
C (-2.147, -3.113, -5.669)
C (-1.018, -1.031, -5.339)
C (2.523, 0.505, -2.809)
C (2.253, -6.308, 4.598)
C (-3.418, 1.728, -2.840)
C (3.825, 2.163, -1.650)
C (-0.281, -2.365, 4.890)
C (2.994, 0.986, -4.023)
C (-0.693, 2.302, -4.116)
C (2.045, -4.968, 4.300)
C (-5.757, 3.057, -2.086)
C (1.628, -0.946, 5.204)
C (-2.999, -2.811, -4.621)
C (-1.852, -0.695, -4.290)
C (1.457, 2.001, 2.681)
C (-3.405, 2.763, -1.913)
C (-4.639, 1.415, -3.415)
C (-1.151, -2.224, -6.028)
C (0.936, -1.869, 4.427)
C (4.187, -0.548, 2.491)
C (-2.825, -1.618, -3.954)
C (-5.804, 2.061, -3.043)
C (4.287, 2.652, -2.866)
C (-4.550, 3.424, -1.519)
C (2.323, -7.245, 3.576)
C (0.921, 4.080, -4.427)
C (-1.130, -0.731, 1.970)
C (3.867, 2.067, -4.051)
C (1.768, 3.459, 0.798)
C (-1.092, 2.523, -5.426)
C (3.728, -1.984, 2.749)
C (-0.803, -1.939, 6.101)
C (1.978, -5.501, 1.954)
H (-0.525, -0.663, 7.806)
H (-0.459, -0.153, 2.619)
H (3.630, 0.163, 3.109)
H (-1.751, -2.331, 6.447)
H (-4.337, 0.936, 3.633)
H (4.222, 2.449, -5.000)
H (-2.795, 0.441, 4.348)
H (-3.444, -0.126, -0.439)
H (1.651, 0.210, 7.012)
H (4.970, 3.492, -2.884)
H (-1.214, 2.275, 1.061)
H (2.587, -0.558, 4.881)
H (4.159, 2.629, -0.729)
H (1.378, 5.534, 1.157)
H (3.967, -2.286, 3.771)
H (-4.753, 0.502, 0.577)
H (1.831, -0.329, -2.791)
H (1.870, -5.196, 0.920)
H (-3.901, -0.775, 3.693)
H (-0.830, -3.095, 4.304)
H (4.760, 0.763, 0.868)
H (-2.904, 2.771, 1.179)
H (2.360, -6.618, 5.630)
H (4.266, -2.671, 2.091)
H (5.226, -0.475, 2.831)
H (-1.429, -1.596, 2.569)
H (2.677, 0.523, -4.949)
H (-1.928, 2.613, 2.642)
H (-4.220, -1.170, 0.759)
H (1.988, -4.246, 5.107)
H (1.435, 1.007, 3.118)
H (1.997, 3.619, -0.249)
H (0.846, 2.925, 4.515)
H (4.525, -0.905, 0.374)
H (2.240, -7.568, 1.455)
H (2.481, -8.291, 3.809)
H (0.807, 5.207, 3.540)

Forces on atoms 1 to 2 (eV/Å):
Sb 0.08 -0.01 0.07
Sb -0.07 -0.03 0.02

Summary:
E_HOMO, eV: -7.767
Electronic energy, hartree: -16285.35837
Gap between HOMO and LUMO, hartree: 0.25543

(4)
Here is the molecule C4H5NO at a distorted geometry from the OMol25 dataset. Energies are from the ωB97M-V functional and the def2-TZVPD basis.

Geometry (Å):
O (2.229, -0.320, 0.148)
N (-1.261, -0.479, -0.339)
C (0.192, 0.914, 0.582)
C (-1.164, 0.653, 0.392)
C (-0.006, -1.006, -0.611)
C (0.879, -0.207, 0.047)
H (2.475, 0.252, 0.892)
H (0.153, -1.785, -1.335)
H (-2.061, 1.128, 0.779)
H (-2.122, -0.894, -0.648)
H (0.687, 1.744, 0.094)

Forces on atoms 1 to 2 (eV/Å):
O 0.12 0.06 -0.15
N -0.10 -0.17 0.04

Summary:
E_HOMO, eV: -8.150
Electronic energy, hartree: -285.35068
Gap between HOMO and LUMO, hartree: 0.33603
SMILES: Oc1cc[nH]c1

(5)
Here is a cluster of 3 separate species, C26H53N3O9P2 in total at a distorted geometry from the OMol25 dataset. Energies are from the ωB97M-V functional and the def2-TZVPD basis.

Geometry (Å):
P (6.641, 4.472, -3.822)
P (-3.585, -2.877, 4.956)
O (6.450, 4.826, -5.257)
O (6.379, 3.583, -2.448)
O (-3.212, -1.450, 5.173)
O (2.602, 0.960, -1.411)
O (-3.411, -4.518, 5.133)
O (8.201, 3.992, -3.791)
O (-5.014, -2.981, 5.736)
O (6.768, 5.912, -3.047)
O (-4.099, -2.947, 3.404)
N (0.034, -3.771, -0.017)
N (0.586, 0.401, -3.991)
N (1.925, -1.033, -0.375)
C (-6.356, -1.225, 0.604)
C (4.493, 6.442, -2.352)
C (4.827, 2.029, -3.564)
C (5.174, 2.808, -2.314)
C (0.954, -1.639, -1.301)
C (5.712, 6.858, -3.155)
C (9.694, 4.972, -5.431)
C (-2.447, -1.665, -0.924)
C (8.927, 3.741, -4.992)
C (3.252, -1.622, -0.634)
C (-1.439, -4.310, 6.592)
C (-2.103, -3.524, 2.114)
C (-0.189, -0.724, -1.765)
C (0.154, -0.003, -3.001)
C (-1.462, -1.569, -2.113)
C (1.282, 1.218, 0.532)
C (-7.519, -0.308, 1.028)
C (-5.465, -1.949, 6.610)
C (-4.940, -1.832, -1.445)
C (-2.133, -5.072, 5.481)
C (-6.352, -0.965, 5.873)
C (0.444, -2.867, -0.629)
C (-6.291, -1.291, -0.929)
C (-3.760, -0.872, -1.151)
C (-3.224, -2.530, 2.362)
C (2.021, 0.403, -0.521)
H (0.700, 0.535, 1.153)
H (3.184, -2.698, -0.766)
H (-7.379, -0.054, 2.079)
H (5.676, 1.426, -3.894)
H (-4.977, -1.950, -2.529)
H (-5.861, -0.576, 4.981)
H (3.713, -1.215, -1.540)
H (10.465, 5.219, -4.699)
H (-1.156, -3.303, 6.261)
H (5.339, 2.116, -1.488)
H (3.927, -1.382, 0.185)
H (3.977, 1.375, -3.380)
H (-1.979, -1.198, -0.052)
H (-6.518, -2.239, 0.969)
H (-2.818, -1.538, 2.585)
H (-4.626, -1.446, 7.089)
H (-0.530, -0.035, -0.997)
H (8.268, 3.381, -5.781)
H (-6.396, -0.284, -1.346)
H (4.776, 6.170, -1.334)
H (-8.488, -0.769, 0.856)
H (4.348, 3.462, -2.024)
H (9.041, 5.842, -5.509)
H (0.560, 1.874, 0.048)
H (-6.619, -0.126, 6.518)
H (1.969, 1.743, 1.189)
H (-1.499, -5.122, 4.591)
H (-3.971, -0.236, -0.293)
H (10.172, 4.806, -6.398)
H (5.448, 7.015, -4.205)
H (9.631, 2.935, -4.772)
H (6.100, 7.801, -2.770)
H (-2.661, -2.703, -0.686)
H (-4.774, -2.798, -0.962)
H (4.561, 2.703, -4.388)
H (-7.082, -1.921, -1.339)
H (-3.838, -2.440, 1.464)
H (-7.450, 0.626, 0.470)
H (-3.687, -0.202, -2.011)
H (-5.430, -0.814, 1.000)
H (-1.972, -0.998, -2.889)
H (-1.397, -3.526, 2.952)
H (-1.551, -3.267, 1.216)
H (3.761, 7.249, -2.313)
H (-6.040, -2.434, 7.401)
H (4.008, 5.572, -2.808)
H (-1.214, -2.527, -2.568)
H (-0.529, -4.825, 6.900)
H (-2.499, -4.535, 2.009)
H (-7.269, -1.455, 5.542)
H (-2.316, -6.098, 5.801)
H (1.480, -2.006, -2.190)
H (-2.095, -4.201, 7.456)

Forces on atoms 1 to 2 (eV/Å):
P 5.89 2.41 1.49
P -6.43 0.19 -1.39

Summary:
E_HOMO, eV: -9.972
Electronic energy, hartree: -2546.64581
Gap between HOMO and LUMO, hartree: 0.37579
SMILES: CCCCCCC[C@H](C#N)[C@H](C#N)N(C)C(C)=O.CCOP(=O)(OCC)OCC.CCOP(=O)(OCC)OCC

(6)
Here is a cluster of 3 separate species, C25H54N6O9S in total at a distorted geometry from the OMol25 dataset. Energies are from the ωB97M-V functional and the def2-TZVPD basis.

Geometry (Å):
S (3.063, -4.837, 3.626)
O (-2.487, 0.137, 0.457)
O (-4.004, 1.107, -4.372)
O (3.844, -7.150, 2.615)
O (3.115, 3.433, 1.871)
O (-4.189, -1.509, -6.025)
O (-6.318, 0.533, -6.983)
O (5.771, 5.753, 2.175)
O (4.366, 5.011, -0.488)
O (-3.853, -0.658, 2.075)
N (1.725, -7.156, 3.048)
N (2.077, -8.376, 2.502)
N (-2.804, -1.498, -1.187)
N (0.986, -1.747, -1.461)
N (1.422, 0.548, -1.890)
N (0.987, -0.102, 0.317)
C (3.446, 2.995, 0.564)
C (-2.968, 0.302, -4.907)
C (1.057, -2.706, 5.504)
C (1.832, 2.992, 2.256)
C (5.362, 6.589, 1.106)
C (3.299, -8.320, 2.262)
C (-3.409, -0.335, -6.207)
C (0.627, -0.372, -1.077)
C (-3.731, 1.486, -3.042)
C (4.111, 6.044, 0.454)
C (-1.521, -0.349, 2.640)
C (2.515, -4.809, 5.347)
C (-6.435, -0.865, -6.776)
C (-1.854, -0.486, 4.109)
C (-5.542, -1.309, -5.639)
C (-0.839, -0.039, -1.305)
C (-2.732, -0.337, 1.740)
C (-6.899, 0.933, -8.202)
C (-0.133, -2.253, 4.634)
C (2.777, -6.470, 3.099)
C (4.664, 3.731, 0.051)
C (1.108, -4.244, 5.530)
C (-1.786, -0.797, -0.370)
C (7.068, 6.070, 2.622)
C (-0.583, -0.834, 4.913)
H (3.381, 5.728, 1.202)
H (2.330, 0.140, -2.067)
H (-0.848, -1.121, 2.285)
H (-0.957, -2.919, 4.879)
H (0.893, -2.289, 6.492)
H (-2.559, -1.292, 4.283)
H (0.677, -4.586, 6.465)
H (0.969, 0.712, -2.779)
H (3.667, 1.917, 0.607)
H (-6.800, 2.014, -8.279)
H (0.949, -0.984, 0.812)
H (-2.095, 0.945, -5.097)
H (-2.791, 2.049, -2.980)
H (-5.614, -0.627, -4.790)
H (-1.100, -0.180, -2.345)
H (-1.248, -1.540, 0.214)
H (-2.693, -0.481, -4.190)
H (5.153, 7.590, 1.510)
H (-6.381, 0.471, -9.051)
H (-3.702, -1.088, -0.972)
H (3.896, -9.080, 1.816)
H (5.440, 3.794, 0.816)
H (-2.840, -2.465, -0.887)
H (-1.003, 0.593, 2.481)
H (2.602, 3.160, -0.116)
H (0.148, -2.430, 3.599)
H (2.559, -5.784, 5.819)
H (-5.889, -2.290, -5.307)
H (0.506, -4.599, 4.701)
H (3.661, 6.852, -0.127)
H (-7.481, -1.091, -6.524)
H (-6.160, -1.405, -7.690)
H (-0.849, -0.758, 5.965)
H (1.772, 1.898, 2.228)
H (-3.920, 0.387, -6.847)
H (5.069, 3.158, -0.786)
H (-0.950, 1.012, -1.062)
H (0.177, -0.087, 4.689)
H (1.394, -1.792, -2.379)
H (6.162, 6.662, 0.359)
H (1.967, -2.277, 5.090)
H (1.064, 3.418, 1.602)
H (3.238, -4.200, 5.878)
H (7.805, 5.901, 1.828)
H (7.126, 7.111, 2.961)
H (-7.964, 0.671, -8.236)
H (7.303, 5.413, 3.458)
H (1.941, 0.231, 0.334)
H (1.652, 3.332, 3.275)
H (0.219, -2.401, -1.383)
H (-2.274, 0.435, 4.490)
H (-4.545, 2.124, -2.701)
H (-2.513, -0.669, -6.733)
H (-3.678, 0.608, -2.395)

Forces on atoms 1 to 2 (eV/Å):
S 0.36 0.36 -0.18
O 0.33 -0.36 0.77

Summary:
E_HOMO, eV: -9.231
Electronic energy, hartree: -2388.70097
Gap between HOMO and LUMO, hartree: 0.35333
SMILES: N[C@@H](CC(N)(N)N)OC(=O)CCCCCCCSc1nnco1.COCCOCCOC.COCCOCCOC